Formula: C14H27Br2N2O13S4
Source: OMol25
Level of theory: the ωB97M-V functional and the def2-TZVPD basis

E (eV): -227978.865
E_LUMO (eV): 2.0
HOMO energy (Eh): -0.230
ΔE to the lowest compared entry with this formula, charge and spin (kcal/mol): 0.0
Net charge: -1

Geometry as XYZ:
```
62
Properties=species:S:1:pos:R:3:forces:R:3
Br -2.072802 -0.309480 -2.129057 -0.136 0.199 -0.160
Br -5.745571 -1.171723 0.541869 -0.047 0.091 -0.079
S -0.337883 -0.070747 1.966337 0.504 -0.744 1.102
S 5.675001 1.327302 4.936491 -0.256 -0.306 -0.067
S -6.194670 1.221547 -4.244662 0.339 0.482 0.091
S -2.639955 0.652394 0.748080 -0.258 0.241 0.326
O -5.916853 2.435812 -3.241728 -0.226 0.080 -0.246
O 5.668128 2.719992 5.205789 0.124 0.211 -0.075
O 0.357595 -1.289759 2.304510 0.313 -0.648 -0.516
O -5.546765 0.065956 -3.755399 -0.042 -0.401 -0.054
O -2.001973 1.891824 0.378741 0.575 0.097 -0.652
O 6.860198 0.677622 4.500951 0.196 0.091 0.063
O -3.743190 0.824836 1.641508 -0.649 -0.132 0.410
O -7.568609 1.227462 -4.584242 -0.271 -0.121 0.014
O 4.481653 0.993684 3.946253 -0.173 0.112 0.304
O -0.590657 0.755831 3.114973 -0.377 0.811 0.199
O 4.488982 -1.529996 1.701682 -0.781 -0.288 -1.447
O -5.343493 1.783699 -5.481968 0.155 -0.024 0.178
O 5.123502 0.542161 6.215652 -0.099 -0.213 -0.167
N -1.667386 -0.522339 1.191077 0.327 0.839 -0.640
N 2.840943 -1.376673 0.047334 0.891 -0.817 -0.315
C 2.120401 -2.621065 -0.264822 -0.176 0.376 0.145
C 3.687716 -0.092607 4.482215 0.228 -0.452 -0.115
C 0.790520 0.878593 0.941197 -0.169 -0.162 -0.070
C 3.075342 -0.560445 -1.156455 -0.500 0.681 0.171
C -3.425315 -0.051747 -0.740620 0.661 -0.624 0.363
C 0.788388 0.505491 -0.518506 0.959 0.569 -0.719
C 2.179650 0.688585 -1.176708 -0.044 -0.249 0.904
C 3.767725 0.107152 5.975097 -0.280 0.322 0.102
C 5.066498 -2.576384 -0.334611 -0.789 0.044 -0.061
C -5.054482 3.171971 -5.275014 -0.286 0.276 -0.046
C 4.126059 -1.792590 0.564623 0.698 0.694 1.704
C -4.907919 3.303651 -3.773834 0.468 -0.071 0.050
C -4.047625 -1.404313 -0.428749 -0.543 -0.210 -0.319
C -4.333300 -2.294230 -1.632469 0.064 -0.201 0.476
H 1.769808 0.677396 1.349162 0.174 -0.329 0.460
H 4.987646 -3.617398 -0.052966 0.155 -0.329 0.204
H 0.446713 -0.503683 -0.661214 -0.297 -0.298 -0.052
H 0.136259 1.176061 -1.050175 -0.590 0.003 -0.065
H 4.761193 -2.521839 -1.369659 0.116 0.106 -0.343
H 2.672946 -0.046248 4.104590 -0.052 0.215 -0.221
H 3.089081 0.893380 6.309829 0.012 0.000 0.008
H -3.932858 2.951241 -3.431641 0.006 0.008 -0.012
H 2.704760 1.454761 -0.617486 0.090 0.359 0.138
H 0.583005 1.922373 1.116277 -0.311 0.301 -0.095
H -5.896634 3.758893 -5.648788 0.019 0.030 0.017
H -5.149630 -2.954075 -1.390173 -0.370 -0.169 0.007
H 4.146312 -1.031498 4.172329 -0.026 0.035 -0.052
H 2.929301 -1.108914 -2.084236 0.018 -0.461 -0.125
H 1.981017 -3.172532 0.652178 -0.131 -0.211 0.266
H -3.413057 -1.945649 0.250545 0.229 0.021 0.409
H 1.145710 -2.385902 -0.663124 -0.300 0.075 -0.021
H -4.564241 -1.736611 -2.519308 -0.160 0.214 -0.377
H 4.106180 -0.225446 -1.123769 0.304 0.086 -0.241
H 2.639602 -3.236221 -1.002043 0.145 -0.130 -0.159
H -3.480601 -2.935963 -1.799015 0.399 -0.017 -0.295
H -4.151514 3.448872 -5.810720 0.052 -0.222 -0.056
H -4.125593 0.668734 -1.126812 -0.263 0.242 -0.055
H -5.069605 4.319058 -3.424442 -0.190 -0.055 0.112
H 6.074071 -2.230514 -0.191345 0.375 0.075 0.054
H 2.083043 1.075959 -2.181559 -0.019 -0.081 -0.425
H 3.567232 -0.805700 6.528030 0.218 -0.020 0.063
```
Positions in Å, forces in eV/Å.